one:
DFT (the ωB97M-V functional and the def2-TZVPD basis) results for an isolated molecule of C4H4O.

Values from the calculation:
total charge	0
Kohn-Sham gap	8.745	eV
E_HOMO	-8.72	eV

Geometry as XYZ:
```
9
Properties=species:S:1:pos:R:3:lowdin_charge:R:1
C 2.782 -0.195 0.531 0.13
C 1.717 0.176 0.087 -0.13
C 0.462 0.149 -0.604 -0.08
C -1.810 0.072 -0.225 -0.07
O -0.499 0.407 0.245 -0.14
H 3.704 -0.557 0.925 0.03
H -1.735 -0.280 -1.256 0.08
H -2.167 -0.720 0.438 0.09
H -2.453 0.948 -0.142 0.09
```

---

two:
DFT (the ωB97M-V functional and the def2-TZVPD basis) results for an isolated molecule of C4H4O.

Values from the calculation:
total charge	0
Kohn-Sham gap (spin up / spin down)	7.478 / 7.479	eV
E_HOMO (spin up / spin down)	-8.75 / -8.75	eV

Geometry as XYZ:
```
9
Properties=species:S:1:pos:R:3:lowdin_charge:R:1
C 0.307 -2.950 0.068 -0.05
C 0.151 -1.732 0.049 -0.34
C 0.559 -0.349 -0.353 -0.23
C -0.702 0.225 -0.162 -0.13
O -1.399 0.440 0.916 0.13
H 1.272 0.054 0.467 0.16
H 0.878 -0.217 -1.476 0.17
H -1.298 0.499 -0.971 0.13
H -1.040 -0.148 1.624 0.16
```

---

Which of them is the least stable? Correct choice: two.

---

one:
DFT (the ωB97M-V functional and the def2-TZVPD basis) results for an isolated molecule of C4H6N2O.

Values from the calculation:
total charge	0
Kohn-Sham gap	9.799	eV
E_HOMO	-9.77	eV

Geometry as XYZ:
```
13
Properties=species:S:1:pos:R:3:lowdin_charge:R:1
H 1.347 1.361 0.003 0.08
N 0.541 2.232 -0.032 0.03
C -0.641 1.599 -0.107 -0.16
N -0.520 0.136 -0.093 -0.10
C 0.823 -0.153 0.320 -0.28
C 1.495 -1.232 -0.195 0.02
C -1.596 -0.716 -0.019 -0.20
O -2.788 -0.210 0.127 -0.05
H -1.649 2.118 -0.575 0.18
H 0.999 0.608 1.200 0.15
H 2.183 -2.033 0.559 0.14
H 1.322 -1.906 -1.067 0.06
H -1.515 -1.802 -0.120 0.13
```

---

two:
DFT (the ωB97M-V functional and the def2-TZVPD basis) results for an isolated molecule of C4H6N2O.

Values from the calculation:
total charge	0
Kohn-Sham gap	8.466	eV
E_HOMO	-8.02	eV

Geometry as XYZ:
```
13
Properties=species:S:1:pos:R:3:lowdin_charge:R:1
O -2.278 0.690 -0.086 -0.15
C -0.886 0.781 0.455 -0.20
C 0.206 0.631 -0.758 -0.25
N 1.584 0.654 -0.468 0.06
C 1.777 -0.491 0.258 -0.16
N 0.677 -1.262 0.537 0.00
C -0.310 -0.611 -0.051 -0.34
H -2.222 1.567 -0.788 0.18
H -0.592 1.418 1.382 0.16
H -0.444 0.947 -1.664 0.15
H 2.774 -0.538 0.638 0.10
H 0.646 -2.364 1.112 0.29
H -0.932 -1.422 -0.568 0.17
```

---

Which of them is the least stable? Correct choice: two.

---

one:
DFT (the ωB97M-V functional and the def2-TZVPD basis) results for a cluster of 2 separate species, C4H6N2O in total.

Values from the calculation:
total charge	0
Kohn-Sham gap	8.812	eV
E_HOMO	-8.33	eV

Geometry as XYZ:
```
13
Properties=species:S:1:pos:R:3:lowdin_charge:R:1
O 0.015 -2.728 1.787 0.12
C 0.299 -1.497 1.389 -0.45
C 1.022 -0.533 0.956 0.04
N -0.529 -0.346 1.178 0.05
H 0.785 -3.303 1.665 0.13
H 1.764 0.004 0.391 0.06
H -0.675 0.125 2.080 0.07
C -0.935 1.276 -1.592 -0.08
C 0.495 1.567 -1.557 -0.29
N 1.627 1.802 -1.529 0.12
H -1.258 1.153 -2.626 0.08
H -1.471 2.109 -1.132 0.09
H -1.138 0.372 -1.011 0.05
```

---

two:
DFT (the ωB97M-V functional and the def2-TZVPD basis) results for an isolated molecule of C4H6N2O.

Values from the calculation:
total charge	0
Kohn-Sham gap	10.476	eV
E_HOMO	-10.20	eV

Geometry as XYZ:
```
13
Properties=species:S:1:pos:R:3:lowdin_charge:R:1
H 0.190 -1.137 -1.730 0.04
N -0.222 -1.771 -1.042 0.19
C -0.311 -0.712 -0.350 -0.30
C 0.132 0.682 -0.940 -0.10
C 0.520 1.334 0.359 -0.17
O -0.361 0.792 1.358 -0.01
C -0.727 -0.479 1.057 -0.41
N -1.316 -1.223 1.889 0.18
H -1.512 -2.128 1.460 0.06
H -0.720 1.163 -1.444 0.13
H 0.970 0.723 -1.676 0.13
H 0.403 2.413 0.378 0.12
H 1.556 1.065 0.606 0.13
```

---

three:
DFT (the ωB97M-V functional and the def2-TZVPD basis) results for a cluster of 2 separate species, C4H6N2O in total.

Values from the calculation:
total charge	0
Kohn-Sham gap	10.700	eV
E_HOMO	-9.79	eV

Geometry as XYZ:
```
13
Properties=species:S:1:pos:R:3:lowdin_charge:R:1
O 1.204 -2.370 -1.868 0.03
C 0.632 -2.129 -0.914 -0.01
N -0.993 0.010 -1.319 -0.02
C -1.094 0.254 0.099 -0.25
C 0.283 0.536 0.536 -0.38
C 1.285 0.634 1.551 -0.11
N 1.430 0.615 0.033 0.17
H -1.896 -0.238 -1.701 0.08
H -1.452 -0.620 0.657 0.12
H -1.766 1.090 0.343 0.12
H -0.639 0.886 -1.699 0.09
H 1.477 1.579 2.051 0.08
H 1.560 -0.274 2.083 0.08
```

---

four:
DFT (the ωB97M-V functional and the def2-TZVPD basis) results for an isolated molecule of C4H6N2O.

Values from the calculation:
total charge	0
Kohn-Sham gap	10.636	eV
E_HOMO	-9.77	eV

Geometry as XYZ:
```
13
Properties=species:S:1:pos:R:3:lowdin_charge:R:1
O 1.321 2.168 0.715 0.08
C 0.832 1.180 0.224 -0.52
N 1.426 -0.051 0.097 0.08
C 0.509 -1.112 -0.261 -0.13
C -0.716 -0.300 -0.684 -0.23
C -1.488 0.384 0.375 -0.07
N -0.467 1.108 -0.387 0.05
H 2.347 -0.203 0.478 0.15
H 0.296 -1.770 0.593 0.12
H 0.887 -1.727 -1.083 0.11
H -1.158 -0.505 -1.655 0.14
H -2.506 0.714 0.180 0.11
H -1.283 0.114 1.410 0.12
```

---

Which of them is the least stable? Correct choice: one.

---

one:
DFT (the ωB97M-V functional and the def2-TZVPD basis) results for a structure of composition C4H6N2O.

Values from the calculation:
total charge	0
Kohn-Sham gap	9.260	eV
E_HOMO	-8.88	eV

Geometry as XYZ:
```
13
Properties=species:S:1:pos:R:3:lowdin_charge:R:1
C -1.669 0.680 -0.299 -0.07
C -0.744 -0.452 0.064 -0.25
O 0.140 -0.785 -1.013 0.00
C 1.366 -0.489 -0.541 -0.42
N 2.448 -0.623 -1.158 0.19
C 0.993 -0.010 0.842 -0.26
N 1.238 0.417 1.953 0.18
H -2.301 0.412 -1.154 0.08
H -2.327 0.921 0.542 0.08
H -1.101 1.578 -0.565 0.09
H -1.255 -1.359 0.402 0.13
H -0.022 0.044 1.508 0.17
H 3.234 -0.333 -0.581 0.07
```

---

two:
DFT (the ωB97M-V functional and the def2-TZVPD basis) results for a cluster of 2 separate species, C4H6N2O in total.

Values from the calculation:
total charge	0
Kohn-Sham gap	8.194	eV
E_HOMO	-9.25	eV

Geometry as XYZ:
```
13
Properties=species:S:1:pos:R:3:lowdin_charge:R:1
C -0.299 -2.453 -0.331 0.01
N 0.224 -1.316 -0.486 -0.02
C 1.281 -0.683 0.220 -0.28
N 2.433 -0.709 0.404 0.20
H -1.383 -2.457 -0.283 0.08
H 0.282 -3.335 -0.070 0.08
C -0.126 2.008 -0.331 -0.06
C -0.501 0.877 0.587 -0.34
O -1.458 0.095 0.280 -0.04
H -0.264 1.718 -1.370 0.08
H -0.720 2.895 -0.112 0.09
H 0.926 2.240 -0.165 0.07
H -0.395 1.121 1.657 0.12
```

---

Which of them is the least stable? Correct choice: one.

---

one:
DFT (the ωB97M-V functional and the def2-TZVPD basis) results for an isolated molecule of C4H6N2O.

Values from the calculation:
total charge	0
Kohn-Sham gap	10.113	eV
E_HOMO	-9.36	eV

Geometry as XYZ:
```
13
Properties=species:S:1:pos:R:3:lowdin_charge:R:1
C 0.776 0.326 2.021 -0.01
C 0.116 -0.012 0.712 -0.43
O -0.392 -1.113 0.540 0.05
C 0.160 0.903 -0.452 -0.15
N -1.076 1.082 -1.329 0.21
C -0.377 0.086 -1.600 -0.38
N -0.334 -1.081 -2.305 0.14
H 1.295 -0.560 2.397 0.09
H 1.465 1.172 1.963 0.08
H -0.022 0.572 2.729 0.09
H 0.813 1.786 -0.409 0.12
H -0.120 -1.911 -1.767 0.09
H -0.110 -1.086 -3.287 0.10
```

---

two:
DFT (the ωB97M-V functional and the def2-TZVPD basis) results for a structure of composition C4H6N2O.

Values from the calculation:
total charge	0
Kohn-Sham gap (spin up / spin down)	7.597 / 7.596	eV
E_HOMO (spin up / spin down)	-6.95 / -6.94	eV

Geometry as XYZ:
```
13
Properties=species:S:1:pos:R:3:lowdin_charge:R:1
C -1.249 -0.216 -1.578 -0.07
C 0.999 -0.081 0.809 -0.49
C -0.338 0.246 -0.514 -0.30
N 1.489 -0.951 1.692 0.23
C -0.191 1.445 0.216 -0.13
O 0.983 -0.403 -0.492 0.09
N 0.804 1.271 1.094 0.06
H 1.458 -0.676 2.663 0.12
H 1.421 -1.934 1.472 0.13
H -0.862 2.297 0.252 0.12
H -0.721 -0.574 -2.470 0.08
H -1.895 0.601 -1.913 0.08
H -1.898 -1.026 -1.233 0.07
```

---

Which of them is the least stable? Correct choice: two.

---

one:
DFT (the ωB97M-V functional and the def2-TZVPD basis) results for an isolated molecule of C4H6N2O.

Values from the calculation:
total charge	0
Kohn-Sham gap	10.244	eV
E_HOMO	-9.46	eV

Geometry as XYZ:
```
13
Properties=species:S:1:pos:R:3:lowdin_charge:R:1
H -1.631 2.546 -0.401 0.07
N -1.357 1.633 0.034 0.08
C -0.168 1.308 -0.089 -0.25
C 0.367 -0.007 0.507 -0.21
C 1.854 0.066 0.365 -0.28
O 2.487 0.831 -0.278 0.07
C -0.237 -1.284 -0.309 -0.19
N -0.825 -2.102 0.400 0.09
H -1.414 -2.899 0.068 0.08
H 0.590 2.105 -0.502 0.15
H -0.083 -0.131 1.557 0.16
H 2.323 -0.718 0.901 0.11
H -0.097 -1.321 -1.389 0.12
```

---

two:
DFT (the ωB97M-V functional and the def2-TZVPD basis) results for a cluster of 2 separate species, C4H6N2O in total.

Values from the calculation:
total charge	0
Kohn-Sham gap	10.635	eV
E_HOMO	-9.84	eV

Geometry as XYZ:
```
13
Properties=species:S:1:pos:R:3:lowdin_charge:R:1
H 2.303 1.500 -1.258 0.06
N 1.498 1.058 -0.819 0.11
C 1.401 1.436 0.384 -0.30
O 0.426 1.032 1.215 -0.03
C -0.632 0.346 0.649 -0.24
C -1.224 -0.636 1.299 0.04
H 2.068 2.112 0.918 0.13
H -0.932 0.698 -0.331 0.11
H -0.854 -0.957 2.262 0.07
H -2.092 -1.124 0.872 0.06
C -0.717 -1.878 -1.725 -0.10
N -1.466 -2.756 -1.743 0.05
H -0.029 -1.053 -1.686 0.03
```

---

three:
DFT (the ωB97M-V functional and the def2-TZVPD basis) results for an isolated molecule of C4H6N2O.

Values from the calculation:
total charge	0
Kohn-Sham gap	8.589	eV
E_HOMO	-8.22	eV

Geometry as XYZ:
```
13
Properties=species:S:1:pos:R:3:lowdin_charge:R:1
C 1.258 -1.476 -1.076 -0.08
O 1.025 -0.763 0.134 -0.11
C 0.011 0.145 0.052 -0.48
C -1.299 0.062 -0.645 -0.01
N -2.112 0.912 0.117 0.00
C -1.457 1.306 1.195 -0.18
N -0.185 0.890 1.254 0.12
H 0.356 -1.984 -1.417 0.08
H 2.044 -2.197 -0.855 0.09
H 1.598 -0.797 -1.864 0.09
H 0.138 0.882 -0.845 0.18
H -1.875 1.934 1.982 0.13
H 0.501 1.085 1.969 0.16
```

---

Which of them is the least stable? Correct choice: three.

---

one:
DFT (the ωB97M-V functional and the def2-TZVPD basis) results for an isolated molecule of C6H15NO.

Values from the calculation:
total charge	0
Kohn-Sham gap	9.685	eV
E_HOMO	-8.75	eV

Geometry as XYZ:
```
23
Properties=species:S:1:pos:R:3:lowdin_charge:R:1
C 0.425 -2.360 1.019 -0.11
C -0.005 -1.506 -0.163 -0.18
C 0.016 0.096 0.079 -0.55
C -1.118 0.495 1.024 -0.03
C 1.370 0.511 0.646 -0.04
N -0.125 0.640 -1.263 -0.19
C -0.054 2.160 -1.344 -0.04
O -1.386 0.245 -1.815 -0.06
H 1.484 -2.241 1.234 0.06
H -0.141 -2.116 1.915 0.07
H 0.248 -3.411 0.793 0.07
H -1.027 -1.761 -0.444 0.10
H 0.646 -1.708 -1.016 0.11
H -2.078 0.331 0.540 0.08
H -1.039 1.545 1.298 0.07
H -1.076 -0.097 1.934 0.07
H 1.392 1.574 0.871 0.08
H 1.556 -0.023 1.573 0.08
H 2.162 0.285 -0.064 0.09
H -0.380 2.426 -2.348 0.08
H 0.985 2.445 -1.209 0.07
H -0.693 2.692 -0.633 0.08
H -1.161 -0.221 -2.630 0.10
```

---

two:
DFT (the ωB97M-V functional and the def2-TZVPD basis) results for a structure of composition C6H15NO.

Values from the calculation:
total charge	0
Kohn-Sham gap	8.075	eV
E_HOMO	-7.17	eV

Geometry as XYZ:
```
23
Properties=species:S:1:pos:R:3:lowdin_charge:R:1
C 0.360 -0.021 -0.302 -0.49
C -0.002 0.552 0.968 -0.33
C -0.985 -1.396 0.347 -0.14
C 1.689 -0.709 -0.434 -0.03
C 1.283 2.094 1.072 -0.03
C -1.923 -1.677 -0.803 -0.16
N -0.056 0.660 -1.417 0.12
O -1.230 1.202 1.054 -0.04
H -1.006 2.135 0.909 0.09
H 0.341 0.049 1.863 0.13
H -0.974 1.080 -1.375 0.10
H 0.243 0.317 -2.316 0.10
H -0.295 -2.215 0.544 0.07
H -1.546 -1.263 1.271 0.08
H 2.453 0.023 -0.696 0.08
H 1.977 -1.170 0.507 0.09
H 1.641 -1.475 -1.210 0.09
H 1.044 2.680 1.963 0.02
H 2.279 1.663 1.166 0.02
H 1.222 2.720 0.179 0.02
H -2.617 -0.846 -0.939 0.07
H -1.377 -1.827 -1.736 0.06
H -2.520 -2.576 -0.619 0.07
```

---

Which of them is the least stable? Correct choice: two.

---

one:
DFT (the ωB97M-V functional and the def2-TZVPD basis) results for a cluster of 2 separate species, C6H15NO in total.

Values from the calculation:
total charge	0
Kohn-Sham gap	8.753	eV
E_HOMO	-8.07	eV

Geometry as XYZ:
```
23
Properties=species:S:1:pos:R:3:lowdin_charge:R:1
C -1.875 -0.806 1.751 -0.08
C -1.163 -0.802 0.412 -0.27
N -0.930 0.549 -0.070 -0.18
C -0.782 0.794 -1.491 -0.18
C 0.734 0.894 -1.810 -0.16
C 1.377 1.151 -0.420 -0.15
C 0.180 1.219 0.576 -0.18
H -2.812 -0.243 1.755 0.08
H -1.206 -0.283 2.435 0.06
H -2.033 -1.788 2.184 0.07
H -0.245 -1.394 0.487 0.09
H -1.705 -1.340 -0.366 0.11
H -1.215 1.772 -1.710 0.11
H -1.290 0.021 -2.061 0.11
H 0.922 1.716 -2.493 0.10
H 1.069 -0.063 -2.201 0.09
H 1.942 2.080 -0.423 0.10
H 1.989 0.294 -0.163 0.07
H -0.046 2.250 0.853 0.11
H 0.516 0.702 1.469 0.10
O 1.940 -2.357 0.727 -0.06
H 2.805 -1.927 0.788 0.04
H 1.828 -2.437 -0.229 0.04
```

---

two:
DFT (the ωB97M-V functional and the def2-TZVPD basis) results for an isolated molecule of C6H15NO.

Values from the calculation:
total charge	0
Kohn-Sham gap	9.801	eV
E_HOMO	-8.82	eV

Geometry as XYZ:
```
23
Properties=species:S:1:pos:R:3:lowdin_charge:R:1
C 1.282 2.697 1.389 -0.14
C 0.276 1.595 1.172 -0.28
C 1.053 0.454 0.471 -0.22
C 0.160 -0.269 -0.481 -0.46
C 0.848 -1.439 -1.110 -0.09
N -1.084 -0.798 0.107 -0.04
C -2.123 -1.238 -0.723 -0.34
O -1.890 -2.542 -1.204 -0.10
H 1.966 2.936 0.473 0.11
H 0.800 3.638 1.570 0.06
H 1.935 2.405 2.140 0.04
H -0.002 1.033 2.117 0.11
H -0.728 1.969 0.785 0.13
H 1.660 -0.211 1.314 0.18
H 1.799 0.897 -0.264 0.12
H -0.252 0.440 -1.279 0.16
H 0.270 -1.866 -1.796 -0.01
H 0.933 -2.323 -0.358 0.12
H 1.880 -1.266 -1.659 0.12
H -0.871 -1.373 0.977 0.16
H -2.180 -0.600 -1.652 0.14
H -3.080 -1.269 -0.214 0.11
H -2.652 -2.868 -1.774 0.12
```

---

Which of them is the least stable? Correct choice: two.